{
  "formula": "C4H8NO2",
  "method": "the ωB97M-V functional and the def2-TZVPD basis",
  "species": ["C", "C", "C", "N", "C", "O", "O", "H", "H", "H", "H", "H", "H", "H", "H"],
  "xyz": [[2.650274, -0.426659, 1.902210], [1.088721, -0.333223, 1.725951], [0.588977, 0.135993, 0.357193], [-0.833861, -0.239392, 0.078374], [-1.305840, 0.156904, -1.277212], [-2.480888, 0.073818, -1.490548], [-0.403056, 0.642681, -1.992198], [2.777073, -0.581060, 2.973251], [3.000898, -1.296209, 1.497206], [2.939180, 0.589506, 1.425151], [0.751549, 0.294723, 2.517572], [0.600925, -1.303999, 1.960021], [0.770653, 1.215064, 0.302807], [1.320986, -0.260878, -0.425928], [-1.385476, 0.088511, 0.814422]],
  "forces_ev_per_a": [[-3.0, 3.4, 0.3], [0.0, -1.7, -0.1], [0.7, -0.5, -0.7], [3.0, -0.5, -1.2], [3.0, 1.5, 1.1], [-3.4, -0.8, -0.3], [0.4, -0.4, -0.5], [0.6, 0.8, 0.1], [1.3, -1.8, -1.9], [0.6, -1.9, 1.1], [-0.5, 0.9, 0.6], [0.4, 0.2, -0.2], [-0.2, 0.2, -0.1], [-1.4, 0.2, 0.8], [-1.4, 0.5, 1.0]],
  "mulliken_charge": [-1.10, -0.51, -0.42, -0.34, 0.50, -0.71, -0.73, 0.32, 0.32, 0.29, 0.33, 0.37, 0.23, 0.26, 0.19],
  "energy_ev": -9863.824,
  "e_above_lowest_ev": 0.9628,
  "charge": -1,
  "multiplicity": 1,
  "smiles": "CCCNC(=O)[O-]",
  "e_lumo_ev": 3.73,
  "homo_ev": -3.81,
  "largest_force_ev_per_a": 4.5,
  "gap_ev": 7.5
}